This record from the OMol25 dataset describes a structure of composition C21H13Cl3N3O7STl in a non-equilibrium geometry. The level of theory is wB97M-V/def2-TZVPD.

The orbital gap comes out at 6.516 eV. Its net charge is -2. The value obtained for the highest occupied orbital energy is -2.1 eV. Its energy relative to the best compared isomer or geometry (same formula, charge and spin) is 25.2 kcal/mol.

```
49
Properties=species:S:1:pos:R:3:forces:R:3
Tl 1.269 0.487 -0.450 1.0 0.8 0.2
O 2.586 0.825 1.553 -0.4 -0.1 -1.2
C 2.197 0.769 2.767 -0.1 0.1 0.4
C 3.143 0.389 3.762 0.1 -0.1 0.0
C 2.838 0.331 5.095 0.1 0.0 0.0
C 1.563 0.673 5.542 -0.2 0.0 0.3
C 0.626 1.068 4.615 0.0 -0.1 0.0
C 0.891 1.124 3.241 0.6 -0.3 0.2
C -0.167 1.602 2.403 -0.5 0.3 -0.6
N -0.219 1.585 1.115 1.3 -0.5 -0.1
N -1.311 2.083 0.519 -1.3 0.1 0.0
C -1.184 2.351 -0.772 0.5 0.1 0.6
O -0.114 2.359 -1.428 0.2 -0.2 -0.2
C -2.455 2.720 -1.447 -0.3 0.0 -0.3
C -2.505 2.702 -2.838 0.1 0.0 0.2
C -3.664 3.060 -3.500 -0.1 0.1 -0.1
C -4.788 3.440 -2.783 -0.1 0.0 -0.1
C -4.751 3.431 -1.397 -0.2 0.1 0.0
C -3.594 3.071 -0.732 0.0 0.0 0.0
H 4.132 0.134 3.410 0.1 0.0 -0.1
H 3.590 0.023 5.813 0.1 0.0 0.0
H 1.324 0.632 6.598 -0.1 0.0 0.0
H -0.371 1.330 4.950 -0.1 0.1 0.0
H -1.016 2.062 2.926 0.0 -0.1 -0.2
H -1.624 2.389 -3.377 0.1 0.0 0.0
H -3.691 3.048 -4.583 0.0 0.0 0.0
H -5.692 3.740 -3.300 0.0 0.0 0.0
H -5.633 3.708 -0.832 0.0 0.0 0.0
H -3.557 3.058 0.347 0.1 0.0 0.1
O -1.147 -0.953 -3.710 0.1 0.3 0.0
S -0.241 -1.247 -2.632 -1.0 -1.0 -1.8
O 0.061 -2.642 -2.491 0.2 0.2 0.0
O 1.185 -0.562 -3.225 -0.8 -0.9 -0.7
O -0.594 -0.572 -1.393 0.2 0.4 0.2
Cl -0.046 -6.997 0.069 -0.2 -0.5 0.1
C 0.670 -5.430 -0.137 0.0 0.2 0.0
C 0.130 -4.341 0.525 0.1 0.0 0.0
C 0.717 -3.107 0.361 0.3 -0.2 -0.3
Cl 0.085 -1.730 1.189 -0.2 -0.1 0.7
C 1.809 -2.863 -0.522 0.0 -0.5 0.5
O 2.323 -1.725 -0.714 0.0 0.6 0.1
C 2.301 -4.041 -1.147 -0.2 0.0 0.3
Cl 3.617 -3.860 -2.233 0.6 0.1 -0.4
C 1.765 -5.294 -0.971 -0.2 0.1 0.2
H -0.736 -4.451 1.160 0.0 0.0 0.1
H 2.187 -6.149 -1.479 0.0 0.0 0.0
N 2.964 0.872 -3.136 0.5 0.3 -0.1
C 1.980 0.292 -2.623 -0.1 0.7 2.0
H 3.145 0.604 -4.110 -0.3 -0.1 0.2
```
Positions in Å, forces in eV/Å.

---

This record from the OMol25 dataset describes a cluster of 2 separate species, C21H13ClF3NO2S in total in a non-equilibrium geometry. The level of theory is wB97M-V/def2-TZVPD.

The orbital gap comes out at 3.745 eV. The value obtained for the highest occupied orbital energy is -7.1 eV. Its energy relative to the best compared isomer or geometry (same formula, charge and spin) is 33.5 kcal/mol.

```
42
Properties=species:S:1:pos:R:3:forces:R:3
F -3.730 -1.749 5.257 0.4 0.4 -1.5
C -3.489 -1.506 3.918 -0.1 -0.2 0.5
C -4.580 -1.192 3.113 0.3 0.1 -0.5
C -4.308 -0.926 1.767 -0.6 0.1 -0.2
F -5.351 -0.572 0.939 1.1 -0.3 0.9
C -3.050 -1.073 1.220 0.5 -0.6 0.1
C -1.970 -1.587 2.015 -1.3 0.8 0.7
C -0.808 -2.030 1.315 0.9 0.7 -0.5
C 0.400 -2.630 1.803 1.2 -0.4 0.1
C 1.391 -3.002 0.834 -0.6 -0.4 0.0
C 2.433 -3.852 1.155 0.2 0.1 0.2
C 2.609 -4.300 2.472 -0.4 0.1 -0.1
C 1.757 -3.784 3.442 0.2 -0.3 0.5
F 1.930 -4.206 4.741 -0.2 0.6 -1.1
C 0.718 -2.908 3.159 -0.1 -0.5 -0.4
C -2.196 -1.654 3.429 -0.3 -0.2 -0.3
H -5.592 -1.162 3.494 0.1 0.1 0.1
H -2.871 -0.860 0.168 -0.2 -0.2 0.1
H -0.929 -2.083 0.219 0.2 0.2 0.6
H 1.298 -2.636 -0.190 -0.1 -0.2 0.3
H 3.146 -4.178 0.393 -0.3 0.2 0.2
H 3.359 -5.050 2.712 -0.1 0.3 0.1
H 0.135 -2.519 3.977 0.1 -0.3 0.0
H -1.415 -1.852 4.151 -0.3 -0.1 -0.2
N 1.313 6.871 -6.356 -0.4 -2.1 1.8
C 1.201 5.983 -5.597 0.3 1.8 -1.6
C 1.135 4.886 -4.656 0.0 -0.4 0.4
C 0.947 3.571 -5.093 -0.1 -0.2 -0.1
C 0.987 2.497 -4.195 0.2 0.3 0.0
C 1.273 2.749 -2.844 -0.9 0.2 0.1
S 1.754 1.427 -1.686 0.4 0.3 -0.9
C 0.377 0.821 -0.799 -0.3 0.8 -0.8
Cl 0.714 0.264 0.734 -0.7 -0.1 0.6
O 2.272 0.414 -2.581 0.0 -0.1 0.4
O 2.665 2.101 -0.781 -0.3 -0.5 0.0
C 1.328 4.064 -2.375 0.2 0.2 -0.4
C 1.287 5.122 -3.288 0.0 0.1 0.3
H 0.794 3.403 -6.159 0.0 -0.1 0.3
H 0.836 1.484 -4.570 0.3 0.3 0.2
H -0.619 1.227 -1.001 0.6 0.0 0.1
H 1.452 4.275 -1.312 0.1 -0.2 -0.3
H 1.400 6.150 -2.942 -0.1 -0.3 0.0
```
Positions in Å, forces in eV/Å.

---

This record from the OMol25 dataset describes a structure of composition C21H13N12SW. The level of theory is wB97M-V/def2-TZVPD.

The orbital gap (alpha / beta) comes out at 5.634 / 5.656 eV. Its net charge is +2. As for the multiplicity: 2. The value obtained for the highest occupied orbital energy (alpha / beta) is -14.5 / -14.6 eV. Its energy relative to the best compared isomer or geometry (same formula, charge and spin) is 0.0 kcal/mol.

```
48
Properties=species:S:1:pos:R:3:forces:R:3
W 0.675 -0.630 -0.396 0.3 0.1 0.3
C 0.816 -3.668 2.825 0.0 0.0 0.1
C 1.130 -2.938 1.682 0.0 0.1 -0.1
N 0.588 -1.746 1.438 0.0 -0.1 -0.1
C -0.293 -1.215 2.336 0.0 0.0 0.0
C -0.692 -1.906 3.487 0.0 -0.1 0.0
C -0.097 -3.164 3.720 0.0 0.0 0.0
C -1.684 -1.318 4.308 0.0 0.0 0.0
C -2.240 -0.121 3.948 0.0 0.0 0.1
C -1.812 0.576 2.801 0.0 0.1 -0.1
C -0.804 0.060 2.021 0.0 -0.1 0.1
N -0.232 0.620 0.858 -0.1 0.0 0.1
C -0.404 1.974 0.523 0.0 0.1 -0.1
C -0.664 3.049 1.337 0.0 -0.1 0.1
C -0.877 4.319 0.763 0.0 0.1 0.0
C -0.832 4.507 -0.591 0.0 0.0 0.0
C -0.514 3.423 -1.448 0.0 0.0 0.0
C -0.417 3.508 -2.851 0.0 0.0 0.0
C -0.064 2.393 -3.572 0.0 0.1 0.0
C 0.224 1.205 -2.906 0.0 -0.1 0.0
N 0.134 1.082 -1.580 0.1 0.1 -0.1
C -0.265 2.178 -0.861 0.0 -0.1 0.0
H 1.282 -4.631 2.979 0.0 0.0 0.0
H 1.819 -3.326 0.942 0.0 0.0 0.0
H -0.371 -3.730 4.602 0.0 0.0 0.0
H -2.013 -1.837 5.199 0.0 0.0 0.0
H -3.029 0.308 4.550 0.0 0.0 0.0
H -2.303 1.500 2.537 0.0 0.0 0.0
H -0.695 2.943 2.412 0.0 0.0 0.0
H -1.088 5.155 1.415 0.0 0.0 0.0
H -1.018 5.483 -1.020 0.0 0.0 0.0
H -0.618 4.447 -3.352 0.0 0.0 0.0
H 0.018 2.421 -4.648 0.0 0.0 0.0
H 0.545 0.340 -3.468 0.0 0.0 0.0
N 0.787 -2.639 -3.398 0.1 0.1 0.0
C 1.888 -1.874 -3.074 0.2 0.0 0.0
N 2.960 -1.743 -3.800 -0.2 -0.3 -0.2
N 3.717 -0.822 -3.170 0.0 0.3 0.4
N 3.153 -0.403 -2.110 0.2 -0.1 -0.2
N 1.956 -1.068 -1.969 -0.2 0.0 0.0
C -0.309 -2.470 -2.607 0.1 -0.1 0.0
N -1.573 -2.309 -2.939 -0.1 -0.1 0.1
N -2.186 -1.894 -1.819 0.0 -0.1 -0.1
N -1.360 -1.845 -0.830 0.1 -0.1 0.0
N -0.133 -2.263 -1.285 -0.2 0.4 0.0
H 0.689 -2.926 -4.363 0.0 0.0 0.0
S 3.704 0.781 1.026 0.1 0.1 0.0
C 2.505 0.211 0.347 -0.4 -0.2 -0.1
```
Positions in Å, forces in eV/Å.

---

This record from the OMol25 dataset describes a structure of composition C21H13N5O6RhS2. The level of theory is wB97M-V/def2-TZVPD.

The orbital gap (alpha / beta) comes out at 5.451 / 6.365 eV. Its net charge is -1. As for the multiplicity: 5. The value obtained for the highest occupied orbital energy (alpha / beta) is -3.3 / -6.4 eV. Its energy relative to the best compared isomer or geometry (same formula, charge and spin) is 0.0 kcal/mol.

```
48
Properties=species:S:1:pos:R:3:forces:R:3
Rh -0.358 0.412 -1.232 0.3 0.4 -0.8
O 0.642 -0.266 -4.896 0.1 0.0 0.1
S 0.950 -0.166 -3.503 -0.7 0.2 0.5
O 2.345 -0.366 -3.140 -0.1 -0.1 -0.2
O 0.034 -1.069 -2.642 0.3 0.0 0.0
O 0.455 1.197 -2.912 0.4 -0.1 0.2
C -0.045 3.684 1.560 -0.1 0.2 0.0
C -1.161 4.492 1.207 0.1 0.0 0.2
C -1.991 4.095 0.210 0.0 -0.1 0.0
C -1.754 2.885 -0.494 0.0 0.1 0.1
N -0.646 2.130 -0.152 0.1 0.0 0.0
C 0.152 2.533 0.861 -0.2 -0.2 -0.3
C -2.592 2.379 -1.512 0.0 0.2 0.1
C -3.720 3.056 -2.055 0.0 -0.1 0.0
C -4.424 2.483 -3.073 -0.1 0.1 0.0
C -4.038 1.228 -3.590 0.0 0.0 0.0
C -2.954 0.617 -3.018 0.2 -0.1 0.1
N -2.261 1.150 -2.001 -0.4 -0.2 -0.5
H 0.627 3.945 2.364 0.0 0.0 0.0
H -1.365 5.412 1.742 0.0 0.0 0.0
H -2.858 4.689 -0.043 0.0 0.0 0.0
H 0.977 1.873 1.099 0.0 0.0 0.0
H -4.012 4.027 -1.681 0.0 0.0 0.0
H -5.276 3.008 -3.493 0.0 0.0 0.0
H -4.561 0.757 -4.409 0.0 0.0 0.0
H -2.594 -0.343 -3.370 0.0 0.0 0.0
N -0.790 -0.550 0.430 0.0 -0.4 0.4
C -0.626 -0.838 1.547 -0.2 0.3 0.0
C -0.499 -1.042 2.895 0.1 -0.1 0.5
C -0.935 -0.018 3.801 0.2 -0.4 -0.4
N -1.283 0.805 4.529 0.0 0.0 0.0
C 0.110 -2.230 3.400 -0.3 0.6 -0.2
N 0.596 -3.174 3.841 0.3 -0.3 0.1
O 3.507 -5.229 3.341 0.0 0.2 -0.1
C 3.174 -5.198 2.031 -0.1 0.2 0.0
O 3.016 -6.222 1.431 0.1 -0.1 -0.1
C 3.023 -3.836 1.397 0.1 -0.3 0.3
C 3.605 -2.692 1.926 0.1 0.3 0.1
C 3.444 -1.465 1.303 0.0 -0.1 0.0
C 2.634 -1.360 0.168 -0.1 0.1 -0.1
S 2.361 0.208 -0.556 0.1 -0.2 0.2
C 2.045 -2.514 -0.364 0.0 -0.1 0.0
C 2.272 -3.742 0.234 -0.2 0.1 -0.2
H 3.361 -4.357 3.729 -0.1 0.0 0.1
H 4.226 -2.727 2.813 0.0 -0.1 0.0
H 3.929 -0.584 1.705 0.0 0.0 0.0
H 1.429 -2.436 -1.251 0.0 0.0 0.0
H 1.833 -4.642 -0.175 0.0 0.0 0.0
```
Positions in Å, forces in eV/Å.

---

This record from the OMol25 dataset describes a cluster of 2 separate species, C21H14F4O5S2 in total in a non-equilibrium geometry. The level of theory is wB97M-V/def2-TZVPD.

The orbital gap comes out at 3.193 eV. The value obtained for the highest occupied orbital energy is -7.0 eV.

```
46
Properties=species:S:1:pos:R:3:forces:R:3
F 2.209 -1.322 4.832 0.6 0.6 -1.3
C 2.679 -0.749 3.668 -0.4 -0.6 0.3
C 3.538 0.341 3.769 0.0 0.0 -0.5
C 3.994 0.889 2.561 0.6 0.3 0.6
F 4.922 1.902 2.623 -1.0 -0.9 -0.1
C 3.564 0.439 1.331 -0.3 0.2 -0.1
C 2.652 -0.642 1.243 0.2 0.8 1.5
C 2.217 -0.941 -0.067 0.7 -0.1 -0.2
C 1.948 -2.240 -0.554 -0.6 -1.4 -0.9
C 2.223 -2.428 -1.932 -0.3 0.3 0.0
C 1.874 -3.607 -2.552 0.2 -0.8 -0.6
F 2.207 -3.799 -3.872 -0.5 0.3 1.3
C 1.207 -4.646 -1.886 0.2 0.4 -0.1
C 0.997 -4.473 -0.521 -0.2 -0.2 0.7
F 0.342 -5.470 0.175 0.8 1.1 -0.8
C 1.399 -3.338 0.176 0.0 0.0 -0.6
C 2.253 -1.280 2.455 0.3 0.5 0.0
H 3.824 0.744 4.735 0.0 -0.1 -0.2
H 3.891 0.911 0.402 0.0 0.0 0.5
H 2.457 -0.187 -0.835 -0.2 -0.4 0.5
H 2.683 -1.603 -2.480 -0.2 -0.4 0.0
H 0.854 -5.536 -2.398 0.2 0.2 0.1
H 1.203 -3.284 1.237 -0.1 -0.2 -0.3
H 1.562 -2.110 2.468 0.1 0.3 0.2
C -0.636 -0.977 1.189 -0.9 0.8 -0.2
O -1.871 -0.304 0.782 0.5 -0.6 0.0
C -1.737 0.705 -0.083 0.5 0.0 0.1
S -2.572 0.543 -1.644 0.0 0.4 0.9
O -1.641 0.365 -2.741 -0.6 -0.1 0.5
O -3.688 -0.366 -1.462 0.7 0.4 -0.5
C -3.167 2.231 -1.655 -0.4 -0.1 -0.3
C -2.749 3.074 -0.634 -0.2 0.3 0.2
C -3.261 4.372 -0.544 0.1 -0.1 -0.2
C -4.164 4.818 -1.515 0.2 -0.2 0.0
C -4.580 3.960 -2.545 0.2 -0.1 0.1
C -4.098 2.651 -2.604 0.2 0.2 0.1
S -1.642 2.357 0.597 -0.2 -0.5 -0.8
O -2.288 2.338 1.895 0.6 0.2 -0.6
O -0.317 2.931 0.434 -0.9 -0.2 0.3
H -0.927 -1.755 1.891 0.0 0.0 0.1
H -0.187 -1.390 0.287 -0.1 0.1 0.1
H 0.021 -0.234 1.642 -0.1 -0.1 0.1
H -2.947 5.010 0.283 -0.1 -0.1 -0.3
H -4.540 5.844 -1.470 0.1 -0.4 0.0
H -5.276 4.306 -3.313 0.2 -0.1 0.3
H -4.429 1.948 -3.369 0.1 0.3 0.2
```
Positions in Å, forces in eV/Å.

---

Please write out number 2 again, unchanged.
This record from the OMol25 dataset describes a cluster of 2 separate species, C21H13ClF3NO2S in total in a non-equilibrium geometry. The level of theory is wB97M-V/def2-TZVPD.

The orbital gap comes out at 3.745 eV. The value obtained for the highest occupied orbital energy is -7.1 eV. Its energy relative to the best compared isomer or geometry (same formula, charge and spin) is 33.5 kcal/mol.

```
42
Properties=species:S:1:pos:R:3:forces:R:3
F -3.730 -1.749 5.257 0.4 0.4 -1.5
C -3.489 -1.506 3.918 -0.1 -0.2 0.5
C -4.580 -1.192 3.113 0.3 0.1 -0.5
C -4.308 -0.926 1.767 -0.6 0.1 -0.2
F -5.351 -0.572 0.939 1.1 -0.3 0.9
C -3.050 -1.073 1.220 0.5 -0.6 0.1
C -1.970 -1.587 2.015 -1.3 0.8 0.7
C -0.808 -2.030 1.315 0.9 0.7 -0.5
C 0.400 -2.630 1.803 1.2 -0.4 0.1
C 1.391 -3.002 0.834 -0.6 -0.4 0.0
C 2.433 -3.852 1.155 0.2 0.1 0.2
C 2.609 -4.300 2.472 -0.4 0.1 -0.1
C 1.757 -3.784 3.442 0.2 -0.3 0.5
F 1.930 -4.206 4.741 -0.2 0.6 -1.1
C 0.718 -2.908 3.159 -0.1 -0.5 -0.4
C -2.196 -1.654 3.429 -0.3 -0.2 -0.3
H -5.592 -1.162 3.494 0.1 0.1 0.1
H -2.871 -0.860 0.168 -0.2 -0.2 0.1
H -0.929 -2.083 0.219 0.2 0.2 0.6
H 1.298 -2.636 -0.190 -0.1 -0.2 0.3
H 3.146 -4.178 0.393 -0.3 0.2 0.2
H 3.359 -5.050 2.712 -0.1 0.3 0.1
H 0.135 -2.519 3.977 0.1 -0.3 0.0
H -1.415 -1.852 4.151 -0.3 -0.1 -0.2
N 1.313 6.871 -6.356 -0.4 -2.1 1.8
C 1.201 5.983 -5.597 0.3 1.8 -1.6
C 1.135 4.886 -4.656 0.0 -0.4 0.4
C 0.947 3.571 -5.093 -0.1 -0.2 -0.1
C 0.987 2.497 -4.195 0.2 0.3 0.0
C 1.273 2.749 -2.844 -0.9 0.2 0.1
S 1.754 1.427 -1.686 0.4 0.3 -0.9
C 0.377 0.821 -0.799 -0.3 0.8 -0.8
Cl 0.714 0.264 0.734 -0.7 -0.1 0.6
O 2.272 0.414 -2.581 0.0 -0.1 0.4
O 2.665 2.101 -0.781 -0.3 -0.5 0.0
C 1.328 4.064 -2.375 0.2 0.2 -0.4
C 1.287 5.122 -3.288 0.0 0.1 0.3
H 0.794 3.403 -6.159 0.0 -0.1 0.3
H 0.836 1.484 -4.570 0.3 0.3 0.2
H -0.619 1.227 -1.001 0.6 0.0 0.1
H 1.452 4.275 -1.312 0.1 -0.2 -0.3
H 1.400 6.150 -2.942 -0.1 -0.3 0.0
```
Positions in Å, forces in eV/Å.